Entry 1:
14
Properties=species:S:1:pos:R:3 method="wB97M-V/def2-TZVPD" gap_ev="9.27 / 7.45" spin_multiplicity=1 de_lowest_kj_mol=516.91 homo_energy_ev="-9.888 / -8.888" charge=0
C 0.93 -0.66 -0.32
C -0.32 1.20 0.71
C -0.08 -1.71 0.18
N 0.90 0.71 0.14
N -0.89 1.75 -0.52
O 0.93 -0.44 -1.62
H 1.93 -0.93 0.13
H -0.98 1.05 -1.25
H -0.30 2.50 -0.89
H -1.03 0.47 1.13
H -0.14 1.99 1.43
H 0.21 -2.67 -0.23
H -0.07 -1.76 1.27
H -1.08 -1.48 -0.16

---

Entry 2:
14
Properties=species:S:1:pos:R:3 method="wB97M-V/def2-TZVPD" gap_ev=10.42 spin_multiplicity=1 de_lowest_kj_mol=560.29 smiles="[H]/N=C(/CC)NO" homo_energy_ev=-9.551 charge=0
H 1.93 1.52 -0.02
N 1.48 0.96 0.63
C 0.52 0.22 0.18
C -0.20 -0.37 1.19
C -1.42 0.43 0.91
N 0.48 0.03 -1.17
O -0.42 -1.14 -1.54
H -0.68 -1.46 1.52
H -0.01 -0.26 2.20
H -1.19 1.52 0.66
H -1.82 -0.06 -0.18
H -2.20 0.29 1.60
H 1.44 -0.26 -1.48
H -1.21 -0.78 -1.85

---

Entry 3:
14
Properties=species:S:1:pos:R:3 method="wB97M-V/def2-TZVPD" gap_ev=9.78 spin_multiplicity=1 de_lowest_kj_mol=72.55 smiles="CNCC(N)=O" homo_energy_ev=-8.908 charge=0
C -2.58 0.46 -0.37
N -1.39 -0.18 0.14
C -0.19 0.16 -0.62
C 1.07 -0.13 0.18
N 2.20 0.42 -0.33
O 1.06 -0.75 1.22
H -2.43 1.50 -0.66
H -2.97 -0.05 -1.25
H -3.36 0.40 0.37
H -1.26 0.07 1.11
H -0.23 -0.42 -1.55
H -0.22 1.19 -0.95
H 2.19 0.80 -1.27
H 3.08 0.24 0.12